Run i
Molecular formula: C3H2N2O2
Method: DFT, ωB97M-V/def2-TZVPD

LUMO ... -0.2 eV
Frontier orbital gap ... 0.4006 Ha
Multiplicity ... 1
Molecular weight ... 98.061 g mol⁻¹
Charge ... 0

CARTESIAN COORDINATES (ANGSTROEM)
O  -1.37158  0.26713  -1.37070
C  -1.45625  -0.24598  -0.29699
C  -0.11226  1.49729  0.85237
N  0.92061  1.05603  0.45707
C  1.48679  -0.11645  -0.00899
N  0.78647  -1.17904  -0.14387
O  -0.52033  -1.02440  0.34160
H  -2.28150  -0.11891  0.42170
H  2.54805  -0.13568  -0.25218

Here are the Mulliken charges for atoms 1 to 2, given in e: -0.45, 0.13



Run ii
Molecular formula: C3H2N2O2
Method: DFT, ωB97M-V/def2-TZVPD

LUMO ... -0.8 eV
SMILES ... O=CC(=O)N1C=N1
Frontier orbital gap ... 0.3440 Ha
Multiplicity ... 1
Molecular weight ... 98.061 g mol⁻¹
Charge ... 0

CARTESIAN COORDINATES (ANGSTROEM)
O  -2.53101  0.10070  -0.85933
C  -1.73029  0.24328  0.02547
C  -0.38517  -0.49281  -0.00980
N  0.63018  0.28228  0.63731
C  1.85646  0.30229  -0.07065
N  1.97518  -0.60451  0.75649
O  -0.24132  -1.58272  -0.49151
H  -1.89793  0.90635  0.89455
H  2.32390  0.84513  -0.88254

Here are the Mulliken charges for atoms 1 to 2, given in e: -0.39, -0.08



run i (4.9 kcal/mol below the next structure)



Run i
Molecular formula: C3H2N2O2
Method: DFT, ωB97M-V/def2-TZVPD

LUMO ... -0.2 eV
Frontier orbital gap ... 0.3685 Ha
Multiplicity ... 1
Molecular weight ... 98.061 g mol⁻¹
Charge ... 0

CARTESIAN COORDINATES (ANGSTROEM)
N  -1.43740  -0.73768  0.25411
C  -0.16588  -0.30603  0.60023
O  0.72614  -0.66657  -0.30380
C  1.91199  0.08422  -0.11328
O  2.88052  -0.14247  -0.75020
C  -1.87308  0.56903  0.18830
N  -2.19940  1.67335  0.04996
H  -1.59103  -1.33853  -0.56903
H  1.74813  0.86468  0.64371

Here are the Mulliken charges for atoms 1 to 2, given in e: -0.16, -0.18



Run ii
Molecular formula: C3H2N2O2
Method: DFT, ωB97M-V/def2-TZVPD

LUMO ... -0.2 eV
SMILES ... O=Cc1ncno1
Frontier orbital gap ... 0.4016 Ha
Multiplicity ... 1
Molecular weight ... 98.061 g mol⁻¹
Charge ... 0

CARTESIAN COORDINATES (ANGSTROEM)
O  -2.48274  -0.01797  -0.96240
C  -1.80346  0.17439  0.00908
C  -0.33211  -0.25729  0.12140
N  0.47147  0.75773  0.14732
C  1.71462  0.21198  -0.00667
N  1.73641  -1.08522  0.08999
O  0.28019  -1.43102  0.08181
H  -2.08837  0.83431  0.86198
H  2.53186  0.87089  -0.33903

Here are the Mulliken charges for atoms 1 to 2, given in e: -0.40, -0.02



Run iii
Molecular formula: C3H2N2O2
Method: DFT, ωB97M-V/def2-TZVPD

LUMO ... -0.1 eV
SMILES ... [H]/N=C(/C#N)OC=O
Frontier orbital gap ... 0.4151 Ha
Multiplicity ... 1
Molecular weight ... 98.061 g mol⁻¹
Charge ... 0

CARTESIAN COORDINATES (ANGSTROEM)
N  -0.45007  -0.62289  -1.41199
C  -0.14312  -0.74752  -0.20813
O  0.06344  0.17056  0.80974
C  -0.12568  1.49613  0.60761
O  -0.45615  2.01520  -0.41587
C  0.34270  -2.01252  0.29139
N  1.27767  -2.66069  0.43363
H  -0.59060  0.35044  -1.66101
H  0.08181  2.01129  1.55463

Here are the Mulliken charges for atoms 1 to 2, given in e: -0.56, 0.62



Run iv
Molecular formula: C3H2N2O2
Method: DFT, ωB97M-V/def2-TZVPD

LUMO ... -0.2 eV
Frontier orbital gap ... 0.4040 Ha
Multiplicity ... 1
Molecular weight ... 98.061 g mol⁻¹
Charge ... 0

CARTESIAN COORDINATES (ANGSTROEM)
O  -1.23753  0.37718  -1.35678
C  -1.49784  -0.30657  -0.41212
C  0.47384  1.86403  1.33025
N  0.93141  0.95880  0.72614
C  1.36597  -0.12453  0.00147
N  0.66755  -1.14852  -0.28619
O  -0.62160  -1.09231  0.26770
H  -2.47450  -0.41490  0.07703
H  2.39271  -0.11319  -0.34749

Here are the Mulliken charges for atoms 1 to 2, given in e: -0.44, 0.20



run iii (22.9 kcal/mol below the next structure)